(1)
Entry from the OMol25 dataset: a 2-piece molecular cluster, C34H50N4OP overall in a non-equilibrium geometry (ωB97M-V with the def2-TZVPD basis set).

ORCA input file:
```
! wB97M-V def2-TZVPD RIJCOSX def2/J DEFGRID3
* xyz 1 1
C -3.521 -4.803 1.035
N -2.838 -3.760 0.328
C -3.493 -3.069 -0.686
O -4.589 -3.329 -1.180
C -2.605 -1.908 -1.117
C -3.245 -0.574 -0.939
C -3.580 -0.375 0.539
C -4.726 -0.985 1.102
C -5.034 -0.773 2.456
C -4.223 0.035 3.237
C -3.117 0.676 2.683
C -2.803 0.493 1.330
N -1.376 -2.117 -0.294
C -0.274 -1.352 -0.464
C 0.807 -1.379 0.335
C 2.062 -0.679 -0.010
C 3.054 -0.522 1.132
C 4.292 0.079 0.819
C 5.341 0.007 1.732
C 5.172 -0.638 2.953
C 3.905 -1.115 3.307
C 2.821 -0.971 2.415
C -1.535 -3.207 0.760
C -1.620 -2.619 2.149
C -1.107 -3.762 3.052
C -0.317 -4.739 2.184
C -0.488 -4.309 0.691
H -4.328 -5.169 0.391
H -2.829 -5.594 1.354
H -3.914 -4.419 1.995
H -2.394 -2.071 -2.195
H -2.593 0.218 -1.349
H -4.153 -0.568 -1.540
H -5.457 -1.567 0.500
H -5.931 -1.223 2.855
H -4.478 0.186 4.267
H -2.495 1.343 3.276
H -1.973 1.061 0.889
H -0.324 -0.689 -1.319
H 0.836 -1.870 1.279
H 2.629 -1.042 -0.994
H 4.402 0.601 -0.139
H 6.290 0.477 1.493
H 5.977 -0.727 3.672
H 3.694 -1.581 4.269
H 1.830 -1.267 2.822
H -1.024 -1.683 2.238
H -2.657 -2.313 2.424
H -0.469 -3.369 3.859
H -1.954 -4.281 3.547
H 0.747 -4.705 2.491
H -0.666 -5.780 2.372
H -0.814 -5.170 0.068
H 0.456 -3.926 0.241
C 1.558 2.612 -5.485
C 2.158 2.075 -4.187
C 2.698 0.671 -4.486
C 3.309 3.036 -3.771
N 1.141 1.980 -3.069
C -0.072 2.786 -3.153
C -0.536 3.148 -1.747
N 0.660 3.050 -0.928
C 0.701 3.500 0.476
C -0.480 4.311 0.900
C 2.011 4.317 0.512
C 0.799 2.329 1.445
P 1.767 1.907 -1.493
H 1.551 0.349 -0.260
H 1.397 3.710 -5.477
H 2.271 2.362 -6.308
H 0.584 2.169 -5.723
H 3.404 0.291 -3.721
H 1.822 0.000 -4.561
H 3.179 0.584 -5.466
H 3.985 2.670 -2.948
H 3.967 3.256 -4.638
H 2.964 4.034 -3.432
H 0.021 3.769 -3.695
H -0.836 2.186 -3.680
H -1.060 4.161 -1.800
H -1.313 2.418 -1.392
H -1.437 3.792 0.728
H -0.396 4.476 1.998
H -0.621 5.248 0.378
H 2.919 3.685 0.309
H 2.046 5.095 -0.294
H 2.112 4.828 1.491
H 1.737 1.789 1.378
H 0.691 2.585 2.544
H -0.072 1.644 1.241
*
```

Calculated values
- E_HOMO (Ha) = -0.3711
- ΔE to the lowest compared entry with this formula, charge and spin (kJ/mol) = 95.03
- orbital gap (eV) = 5.849
- DFT total energy (eV) = -53359.126
- LUMO (Ha) = -0.1561

These are the Mulliken partial charges, in e, on atoms 1 to 2: C -1.0260; N 0.3523

(2)
Entry from the OMol25 dataset: C34H51Cl3FN7O7PS2Ti as an isolated structure (ωB97M-V with the def2-TZVPD basis set).

ORCA input file:
```
! wB97M-V def2-TZVPD RIJCOSX def2/J DEFGRID3
* xyz -1 3
Ti 0.607 1.413 0.080
C 8.066 1.682 -1.741
C 7.091 0.695 -1.113
N 5.710 1.143 -1.199
C 5.078 1.561 -0.067
C 3.773 1.910 -0.032
C 3.151 2.235 1.291
O 3.834 2.559 2.239
O 1.841 2.138 1.333
C 3.037 1.897 -1.256
O 1.733 2.103 -1.275
C 3.701 1.615 -2.445
C 3.025 1.698 -3.699
C 3.576 1.087 -4.772
F 2.869 1.061 -5.944
C 4.798 0.394 -4.744
C 5.546 0.476 -3.539
C 5.027 1.090 -2.416
N 4.943 -0.828 -5.511
C 4.861 -0.703 -6.951
C 5.125 -2.052 -7.594
N 4.098 -3.030 -7.086
C 4.179 -3.161 -5.583
C 3.962 -1.788 -5.003
H 9.085 1.295 -1.686
H 8.030 2.635 -1.211
H 7.820 1.865 -2.787
H 7.318 0.564 -0.056
H 7.174 -0.291 -1.574
H 5.663 1.573 0.843
H 2.056 2.172 -3.759
H 6.496 -0.039 -3.509
H 5.612 0.007 -7.296
H 3.883 -0.338 -7.300
H 6.097 -2.451 -7.306
H 5.038 -2.012 -8.678
H 4.201 -3.936 -7.538
H 3.166 -2.673 -7.314
H 5.171 -3.552 -5.360
H 3.410 -3.860 -5.261
H 4.041 -1.843 -3.917
H 2.927 -1.469 -5.215
Cl -3.855 0.845 3.370
C -1.565 -0.045 4.006
Cl -1.186 0.874 5.405
Cl -1.847 -1.725 4.226
C -0.942 0.339 2.822
N -0.454 0.684 1.834
O 0.417 -2.391 -0.111
S 1.030 -1.224 -0.684
O -0.054 -0.127 -0.918
O 1.939 -0.481 0.231
S 1.916 -1.595 -2.410
C -0.877 3.475 -2.556
C -0.744 3.951 -1.111
C -1.782 5.036 -0.819
C -0.913 2.782 -0.137
H -1.847 2.992 -2.710
H -0.102 2.748 -2.801
H -0.792 4.314 -3.253
H 0.252 4.388 -0.978
H -2.791 4.632 -0.940
H -1.671 5.883 -1.503
H -1.690 5.407 0.204
H -1.802 2.200 -0.411
H -1.071 3.135 0.890
O -3.525 0.940 -2.933
P -3.249 -0.508 -3.048
N -4.392 -1.450 -3.830
C -4.665 -1.200 -5.254
C -6.190 -1.224 -5.363
C -6.596 -2.167 -4.233
C -5.638 -1.765 -3.117
N -3.141 -1.246 -1.589
C -3.308 -0.547 -0.299
C -2.938 -1.612 0.728
C -3.316 -2.920 0.038
C -2.847 -2.668 -1.391
N -1.945 -0.778 -4.037
C -0.892 0.230 -4.192
C 0.055 -0.376 -5.248
C -0.448 -1.812 -5.486
C -1.366 -2.089 -4.295
H -4.216 -1.989 -5.870
H -4.243 -0.248 -5.576
H -6.538 -1.542 -6.347
H -6.587 -0.225 -5.166
H -6.414 -3.205 -4.525
H -7.642 -2.073 -3.940
H -5.478 -2.561 -2.388
H -6.024 -0.891 -2.578
H -4.340 -0.209 -0.171
H -2.662 0.323 -0.230
H -3.431 -1.439 1.682
H -1.858 -1.605 0.884
H -4.401 -3.071 0.060
H -2.834 -3.792 0.480
H -3.367 -3.280 -2.134
H -1.773 -2.865 -1.465
H -0.346 0.387 -3.258
H -1.336 1.175 -4.498
H 1.065 -0.377 -4.845
H 0.060 0.206 -6.171
H 0.368 -2.541 -5.533
H -1.018 -1.874 -6.416
H -0.767 -2.444 -3.450
H -2.152 -2.815 -4.511
*
```

Calculated values
- E_HOMO (spin up / spin down) (Ha) = -0.1198 / -0.1986
- ΔE to the lowest compared entry with this formula, charge and spin (kJ/mol) = 247.34
- orbital gap (spin up / spin down) (eV) = 3.578 / 5.714
- DFT total energy (eV) = -155213.499
- LUMO (spin up / spin down) (Ha) = 0.0117 / 0.0114

These are the Mulliken partial charges, in e, on atoms 1 to 2: Ti -0.8595; C -1.0876

(3)
Entry from the OMol25 dataset: C34H51ClI2NO18S2 as an isolated structure in a non-equilibrium geometry (ωB97M-V with the def2-TZVPD basis set).

ORCA input file:
```
! wB97M-V def2-TZVPD RIJCOSX def2/J DEFGRID3
* xyz -1 1
C 6.446 2.510 -1.332
C 5.740 2.285 -2.737
C 5.627 0.730 -3.071
Cl 7.130 -0.193 -2.569
S 4.060 -0.032 -2.366
O 3.191 -0.326 -3.552
O 4.477 -1.257 -1.596
N 3.460 1.144 -1.305
S 1.859 0.823 -0.852
O 1.824 0.909 0.660
O 1.338 -0.524 -1.232
C 0.848 2.230 -1.445
I 1.109 4.113 -0.357
C -0.031 2.211 -2.516
C -0.210 0.891 -3.353
I -1.222 3.925 -3.150
H 7.572 2.609 -1.456
H 6.071 3.446 -0.824
H 6.262 1.622 -0.658
H 6.356 2.833 -3.520
H 4.729 2.800 -2.750
H 5.571 0.630 -4.198
H -0.854 0.123 -2.830
H -0.576 1.109 -4.387
H 0.832 0.446 -3.465
O -2.674 4.591 3.511
C -1.687 3.910 3.619
O -0.610 4.009 2.804
C 0.341 2.981 3.138
C 0.019 2.596 4.564
C -1.480 2.810 4.629
H 0.213 2.148 2.442
H 1.353 3.371 3.037
H 0.330 1.581 4.816
H 0.517 3.281 5.255
H -2.033 1.924 4.309
H -1.800 3.125 5.622
O -4.703 1.747 -3.479
C -4.844 1.824 -2.289
O -4.045 2.567 -1.478
C -4.420 2.350 -0.111
C -5.848 1.853 -0.165
C -5.881 1.094 -1.473
H -3.739 1.613 0.324
H -4.332 3.284 0.446
H -6.126 1.250 0.696
H -6.535 2.704 -0.218
H -5.570 0.055 -1.348
H -6.861 1.148 -1.943
O 6.057 -7.018 1.060
C 5.796 -5.882 0.762
O 6.732 -4.935 0.507
C 6.086 -3.667 0.292
C 4.670 -4.007 -0.109
C 4.414 -5.289 0.661
H 6.128 -3.092 1.221
H 6.610 -3.115 -0.488
H 3.959 -3.210 0.110
H 4.627 -4.208 -1.183
H 4.038 -5.091 1.668
H 3.741 -5.955 0.124
O 1.872 4.272 6.761
C 1.161 5.143 7.178
O 0.230 5.781 6.423
C -0.367 6.836 7.188
C -0.136 6.457 8.635
C 1.189 5.720 8.569
H 0.120 7.778 6.922
H -1.428 6.908 6.947
H -0.130 7.314 9.309
H -0.920 5.772 8.969
H 2.039 6.400 8.655
H 1.250 4.932 9.319
O -8.639 -0.081 -0.008
C -8.779 0.000 1.182
O -7.980 0.745 1.997
C -8.356 0.528 3.363
C -9.785 0.031 3.309
C -9.815 -0.729 1.998
H -7.676 -0.209 3.799
H -8.268 1.461 3.919
H -10.063 -0.572 4.174
H -10.471 0.882 3.257
H -9.503 -1.768 2.122
H -10.793 -0.676 1.523
O -1.317 -0.722 -5.275
C -0.988 -1.854 -5.495
O -1.822 -2.923 -5.401
C -1.073 -4.130 -5.616
C 0.156 -3.703 -6.387
C 0.401 -2.305 -5.859
H -0.825 -4.563 -4.644
H -1.680 -4.844 -6.175
H 1.002 -4.374 -6.254
H -0.074 -3.657 -7.457
H 1.019 -2.314 -4.957
H 0.837 -1.657 -6.617
O 0.422 -6.728 -3.417
C 1.562 -6.373 -3.542
O 1.950 -5.358 -4.357
C 3.383 -5.265 -4.357
C 3.824 -5.929 -3.071
C 2.762 -6.994 -2.875
H 3.766 -5.779 -5.244
H 3.683 -4.217 -4.400
H 4.840 -6.323 -3.117
H 3.778 -5.210 -2.249
H 3.015 -7.922 -3.393
H 2.569 -7.183 -1.821
*
```

Calculated values
- E_HOMO (Ha) = -0.2160
- orbital gap (eV) = 7.653
- DFT total energy (eV) = -124824.931
- LUMO (Ha) = 0.0652

These are the Mulliken partial charges, in e, on atoms 1 to 2: C -0.9719; C -0.3937